[1]
Computed, not measured: a structure of composition C24H42NP3PtSe in a non-equilibrium geometry, with ωB97M-V with the def2-TZVPD basis set.

Atoms and positions in Å:
Pt (-0.254, 0.538, -0.187)
P (1.580, 1.895, 0.163)
P (-2.216, 1.980, 0.373)
P (-0.417, 0.708, -2.497)
H (2.516, -8.660, -1.885)
C (3.038, -8.254, -2.761)
C (4.347, -7.962, -2.719)
H (4.944, -8.120, -1.811)
C (2.417, 1.941, 1.787)
C (1.195, 3.672, -0.083)
C (2.947, 1.515, -0.992)
C (-3.823, 1.090, 0.331)
C (-2.268, 2.764, 2.029)
C (-2.388, 3.440, -0.726)
C (0.684, -0.471, -3.345)
C (0.038, 2.348, -3.169)
C (-2.072, 0.398, -3.197)
H (2.456, -8.140, -3.684)
H (4.881, -7.587, -3.602)
H (2.647, 0.923, 2.115)
H (1.770, 2.414, 2.531)
H (3.353, 2.515, 1.734)
H (0.503, 4.019, 0.696)
H (0.748, 3.859, -1.064)
H (2.115, 4.263, -0.008)
H (3.323, 0.512, -0.757)
H (3.760, 2.235, -0.851)
H (2.633, 1.534, -2.041)
H (-4.620, 1.756, 0.691)
H (-3.753, 0.218, 0.995)
H (-4.064, 0.746, -0.683)
H (-3.015, 3.573, 2.028)
H (-1.289, 3.184, 2.290)
H (-2.552, 2.028, 2.788)
H (-3.241, 4.030, -0.366)
H (-2.569, 3.148, -1.767)
H (-1.485, 4.061, -0.666)
H (0.764, -0.194, -4.404)
H (0.279, -1.487, -3.264)
H (1.683, -0.457, -2.894)
H (-0.131, 2.328, -4.252)
H (1.094, 2.580, -2.988)
H (-0.584, 3.142, -2.739)
H (-2.071, 0.730, -4.245)
H (-2.856, 0.941, -2.656)
H (-2.291, -0.675, -3.153)
C (-0.798, -3.150, -1.162)
C (0.586, -3.348, -1.015)
C (1.197, -4.503, -1.496)
C (0.433, -5.500, -2.110)
C (-0.950, -5.318, -2.267)
C (-1.560, -4.150, -1.818)
Se (-1.644, -1.645, -0.349)
H (0.977, -0.533, -0.139)
H (1.166, -2.585, -0.496)
H (2.275, -4.627, -1.379)
H (0.915, -6.416, -2.454)
H (-1.544, -6.102, -2.740)
H (-2.633, -3.999, -1.941)
N (-0.049, 0.056, 2.251)
C (-0.142, 0.589, 3.295)
C (-0.283, 1.308, 4.511)
C (0.789, 2.067, 5.025)
C (0.545, 3.038, 5.999)
C (-0.749, 3.203, 6.513)
C (-1.791, 2.377, 6.082)
C (-1.557, 1.403, 5.115)
H (1.803, 1.901, 4.649)
H (1.354, 3.687, 6.325)
H (-0.941, 3.988, 7.235)
H (-2.799, 2.514, 6.475)
H (-2.355, 0.726, 4.794)

Computed properties:
Multiplicity = 5
LUMO (alpha / beta) = -11.15 / -14.91 eV
HOMO level (alpha / beta) = -16.47 / -18.65 eV
Net charge = +4
Gap between HOMO and LUMO (alpha / beta) = 5.32 / 3.74 eV
Energy relative to the best compared isomer or geometry (same formula, charge and spin) = 0.0 kcal per mole

Löwdin atomic charge list, values in e, 6 entries: atom 1 (Pt): 0.424, atom 2 (P): 0.639, atom 3 (P): 0.688, atom 4 (P): 0.615, atom 5 (H): 0.131, atom 6 (C): 0.213

---

[2]
Computed, not measured: a structure of composition C24H42O2P2Re in a non-equilibrium geometry, with ωB97M-V with the def2-TZVPD basis set.

Atoms and positions in Å:
Re (0.211, -0.314, 1.954)
C (-1.522, -0.670, 3.338)
C (-1.152, -1.788, 2.502)
C (0.683, -1.159, 3.826)
C (-0.426, -0.345, 4.195)
C (0.258, -2.092, 2.779)
C (-2.927, -0.179, 3.535)
H (-3.537, -0.315, 2.631)
H (-2.938, 0.888, 3.802)
H (-3.416, -0.720, 4.365)
C (-0.494, 0.541, 5.395)
H (-1.459, 1.061, 5.452)
H (0.287, 1.307, 5.339)
H (-0.363, -0.012, 6.340)
C (1.977, -1.274, 4.563)
H (1.896, -1.935, 5.439)
H (2.289, -0.293, 4.942)
H (2.759, -1.681, 3.913)
C (1.021, -3.266, 2.311)
H (0.949, -4.093, 3.034)
H (2.081, -3.003, 2.198)
H (0.644, -3.608, 1.340)
C (-2.083, -2.670, 1.755)
H (-2.363, -3.531, 2.373)
H (-1.628, -3.040, 0.838)
H (-3.000, -2.145, 1.487)
C (-0.673, 1.965, 0.851)
C (-1.825, 1.203, 0.856)
C (-2.301, 0.352, -0.269)
C (-1.323, -0.634, -0.940)
C (-0.076, -1.119, -0.224)
C (1.130, -0.376, -0.177)
C (1.300, 1.020, -0.674)
C (0.275, 2.147, -0.290)
H (-2.718, 1.018, -1.060)
H (-1.025, -0.190, -1.921)
H (-3.149, -0.263, 0.091)
H (-0.288, 2.417, -1.205)
H (-0.540, 2.681, 1.667)
H (-2.534, 1.362, 1.673)
H (0.891, 3.024, -0.038)
H (2.302, 1.387, -0.390)
H (2.066, -0.932, -0.082)
H (1.329, 0.971, -1.782)
H (-1.890, -1.544, -1.220)
H (0.039, -2.212, -0.222)
P (-0.510, 1.388, -3.308)
C (-0.601, 3.174, -3.708)
C (-1.674, 0.739, -4.568)
P (1.794, -0.598, -3.772)
C (1.090, 1.085, -4.180)
C (1.139, -1.484, -5.275)
C (3.387, -0.205, -4.654)
H (0.270, 3.695, -3.289)
H (-1.536, 3.575, -3.298)
H (-0.607, 3.295, -4.798)
H (-1.530, 1.292, -5.505)
H (-2.693, 0.926, -4.200)
H (-1.526, -0.331, -4.764)
H (3.214, 0.122, -5.686)
H (4.004, -1.108, -4.701)
H (3.930, 0.587, -4.126)
H (1.827, 1.852, -3.886)
H (0.941, 1.202, -5.269)
H (1.706, -2.419, -5.378)
H (1.306, -0.904, -6.193)
H (0.072, -1.711, -5.184)
O (0.827, 2.522, 3.447)
C (1.802, 2.016, 2.895)
O (1.793, 0.937, 2.154)
H (2.838, 2.415, 2.950)

Computed properties:
Multiplicity = 4
LUMO (alpha / beta) = -6.87 / -9.38 eV
HOMO level (alpha / beta) = -13.51 / -13.48 eV
Net charge = +2
Gap between HOMO and LUMO (alpha / beta) = 6.63 / 4.09 eV
Energy relative to the best compared isomer or geometry (same formula, charge and spin) = 0.0 kcal per mole

Löwdin atomic charge list, values in e, 6 entries: atom 1 (Re): 1.796, atom 2 (C): -0.249, atom 3 (C): -0.323, atom 4 (C): -0.307, atom 5 (C): -0.213, atom 6 (C): -0.403

---

[3]
Computed, not measured: a structure of composition C24H43AsF6NO8S3 in a non-equilibrium geometry, with ωB97M-V with the def2-TZVPD basis set.

Atoms and positions in Å:
As (-16.014, 9.590, 25.596)
F (-14.884, 8.482, 24.847)
F (-17.479, 8.727, 25.119)
F (-17.059, 10.732, 26.500)
F (-14.626, 10.613, 25.875)
F (-16.310, 10.556, 24.152)
F (-15.897, 8.700, 27.079)
C (-20.317, 8.491, 28.267)
C (-21.252, 7.666, 28.870)
C (-20.815, 6.436, 29.345)
C (-19.491, 6.081, 29.262)
C (-18.562, 6.915, 28.644)
C (-18.972, 8.129, 28.124)
N (-19.067, 4.811, 29.865)
O (-19.859, 4.218, 30.566)
O (-17.966, 4.395, 29.611)
H (-20.561, 9.366, 27.671)
H (-22.304, 7.908, 28.832)
H (-21.464, 5.729, 29.850)
H (-17.563, 6.523, 28.501)
H (-18.237, 8.785, 27.690)
C (-13.618, 14.168, 27.339)
C (-13.941, 14.686, 28.744)
C (-13.978, 16.209, 28.804)
C (-15.203, 16.952, 28.281)
C (-15.131, 18.444, 28.523)
C (-16.191, 19.277, 27.825)
H (-14.154, 14.518, 26.457)
H (-13.663, 13.077, 27.281)
H (-12.564, 14.378, 27.113)
H (-14.933, 14.299, 28.991)
H (-13.190, 14.343, 29.451)
H (-13.115, 16.671, 28.313)
H (-13.880, 16.493, 29.862)
H (-15.284, 16.790, 27.197)
H (-16.150, 16.579, 28.687)
H (-15.139, 18.594, 29.608)
H (-14.188, 18.853, 28.141)
H (-17.212, 18.915, 27.944)
H (-16.005, 20.332, 28.042)
H (-16.023, 19.296, 26.739)
C (-18.193, 11.471, 31.280)
C (-16.941, 11.922, 30.460)
C (-16.456, 10.666, 29.762)
S (-16.470, 9.436, 31.071)
O (-15.327, 9.533, 31.960)
O (-16.831, 8.183, 30.414)
C (-17.966, 10.087, 31.892)
H (-19.070, 11.558, 30.627)
H (-18.534, 12.213, 32.010)
H (-16.267, 12.415, 31.162)
H (-17.251, 12.691, 29.752)
H (-15.450, 10.700, 29.355)
H (-17.259, 10.322, 29.115)
H (-17.605, 10.161, 32.917)
H (-18.770, 9.385, 31.706)
C (-16.731, 11.829, 18.624)
C (-15.984, 10.654, 18.034)
C (-16.509, 9.453, 18.828)
S (-16.616, 10.046, 20.595)
O (-15.660, 9.486, 21.499)
O (-18.008, 9.814, 20.967)
C (-16.389, 11.821, 20.122)
H (-17.820, 11.755, 18.585)
H (-16.449, 12.814, 18.250)
H (-14.897, 10.660, 18.162)
H (-16.151, 10.592, 16.957)
H (-16.072, 8.472, 18.689)
H (-17.574, 9.480, 18.585)
H (-15.314, 11.996, 20.207)
H (-16.929, 12.485, 20.790)
C (-19.935, 12.608, 25.236)
C (-20.011, 11.108, 24.995)
C (-19.838, 10.790, 23.515)
S (-20.365, 12.304, 22.580)
O (-21.587, 12.039, 21.852)
O (-19.248, 12.997, 21.990)
C (-20.713, 13.278, 24.111)
H (-18.889, 12.921, 25.120)
H (-20.164, 12.975, 26.235)
H (-21.049, 10.824, 25.230)
H (-19.392, 10.564, 25.705)
H (-20.398, 9.894, 23.259)
H (-18.789, 10.556, 23.319)
H (-21.783, 13.429, 24.277)
H (-20.453, 14.260, 23.704)

Computed properties:
LUMO = 1.97 eV
HOMO level = -7.48 eV
Net charge = -1
Gap between HOMO and LUMO = 9.45 eV

Löwdin atomic charge list, values in e, 6 entries: atom 1 (As): 0.788, atom 2 (F): -0.257, atom 3 (F): -0.268, atom 4 (F): -0.300, atom 5 (F): -0.273, atom 6 (F): -0.276

---

Number 1: DFT total energy -123476.6189 eV. Number 2: DFT total energy -50353.7302 eV. Number 3: DFT total energy -153106.3461 eV.